{
  "formula": "C45H48O21",
  "method": "ωB97M-V/def2-TZVPD",
  "lumo_ev": 0.240,
  "gap_ev": 8.36,
  "spin_multiplicity": 1,
  "charge": 0,
  "fmax_ev_per_a": 4.245,
  "smiles": "Oc1ccc(O)cc1.Oc1ccc(O)cc1.Oc1ccc(O)cc1.Oc1ccc(O)cc1.Oc1ccc(O)cc1.Oc1ccc(O)cc1.O=C1OCCO1.O=C1OCCO1.O=C1OCCO1",
  "total_energy_ha": -3323.545766,
  "species": ["O", "O", "O", "O", "O", "O", "O", "O", "O", "O", "O", "O", "O", "O", "O", "O", "O", "O", "O", "O", "O", "C", "C", "C", "C", "C", "C", "C", "C", "C", "C", "C", "C", "C", "C", "C", "C", "C", "C", "C", "C", "C", "C", "C", "C", "C", "C", "C", "C", "C", "C", "C", "C", "C", "C", "C", "C", "C", "C", "C", "C", "C", "C", "C", "C", "C", "H", "H", "H", "H", "H", "H", "H", "H", "H", "H", "H", "H", "H", "H", "H", "H", "H", "H", "H", "H", "H", "H", "H", "H", "H", "H", "H", "H", "H", "H", "H", "H", "H", "H", "H", "H", "H", "H", "H", "H", "H", "H", "H", "H", "H", "H", "H", "H"],
  "coordinates": [[-14.03412, 32.23080, 11.14129], [-10.36836, 29.82662, 10.07909], [-13.69203, 25.88723, 13.82323], [-15.80906, 32.83148, 9.81175], [-9.32904, 36.94499, 11.45231], [-9.76535, 32.19454, 14.59781], [-15.07127, 30.73957, 9.93939], [-6.05034, 31.09442, 13.28182], [-2.12461, 37.77670, 9.54149], [-11.02434, 32.72375, 12.81844], [-12.25326, 34.12468, 7.85095], [-6.53651, 35.43232, 11.82907], [-10.33680, 36.82823, 15.31612], [-7.09887, 35.50915, 18.90284], [-8.60887, 27.80566, 16.04811], [-12.26436, 38.08797, 20.24461], [-6.56533, 26.79847, 15.78706], [-11.48521, 30.75768, 13.91515], [-6.86246, 29.09848, 15.84509], [-5.80619, 33.76649, 13.85998], [-12.89845, 30.36647, 16.93768], [-13.88834, 30.10155, 10.34472], [-10.88598, 37.16205, 16.53650], [-3.08340, 36.37037, 11.17408], [-12.32365, 38.33686, 17.87788], [-13.02619, 26.80770, 15.94200], [-10.17465, 34.56190, 8.80919], [-9.14868, 33.33632, 14.06435], [-7.98601, 29.96213, 16.02545], [-7.07896, 30.73070, 12.37600], [-3.22791, 37.22348, 10.10591], [-7.59999, 31.69828, 11.50432], [-5.41808, 36.04746, 11.33701], [-6.74257, 35.04171, 17.69004], [-10.18727, 33.78776, 13.09194], [-11.82341, 37.72916, 19.03614], [-10.78678, 36.80603, 18.92458], [-4.49986, 37.54759, 9.62736], [-10.82786, 31.80919, 13.80108], [-7.70770, 29.46770, 12.53488], [-11.55637, 34.62198, 8.84688], [-13.19839, 31.14981, 11.15299], [-8.82864, 29.10828, 11.75978], [-5.56585, 36.93740, 10.24916], [-8.68830, 31.35764, 10.66053], [-6.77127, 35.36439, 15.31045], [-13.15385, 29.22920, 16.23324], [-13.79420, 29.32131, 15.00675], [-12.80175, 27.97625, 16.72008], [-6.12124, 34.12815, 15.14596], [-11.44726, 36.06759, 10.77826], [-5.86964, 33.29995, 16.22575], [-9.04748, 29.02815, 16.44886], [-7.06686, 35.81630, 16.58826], [-4.15022, 35.69688, 11.75827], [-9.30519, 30.08427, 10.87403], [-10.07777, 36.14202, 10.65378], [-11.78716, 38.16371, 16.61993], [-12.22377, 35.35937, 9.83933], [-13.53616, 27.03061, 14.61388], [-10.33889, 36.45330, 17.61997], [-13.99558, 28.24852, 14.16731], [-7.28253, 27.78546, 15.84413], [-9.41153, 35.33268, 9.70752], [-15.04718, 32.01482, 10.25160], [-6.16449, 33.77934, 17.51823], [-13.05036, 34.66148, 7.84827], [-7.17611, 32.69152, 11.45975], [-6.42508, 34.77642, 12.52740], [-12.70405, 25.82903, 16.26462], [-8.33095, 30.29635, 15.04592], [-9.11483, 28.99519, 17.53759], [-9.70968, 33.95745, 8.04377], [-7.29874, 28.78924, 13.26979], [-5.67408, 30.32779, 13.72271], [-9.09166, 31.97938, 9.87457], [-4.55337, 38.23407, 8.79484], [-5.91226, 33.17882, 18.38059], [-7.78271, 30.83501, 16.64407], [-2.12255, 36.24014, 11.65125], [-12.28913, 31.50723, 10.66699], [-13.13315, 38.46413, 20.39940], [-14.10144, 30.30677, 14.68497], [-6.54760, 37.15447, 9.85213], [-4.01235, 34.90989, 12.48507], [-12.44986, 27.93695, 17.74112], [-5.43810, 32.32921, 16.02851], [-9.73716, 34.04579, 12.13366], [-13.57043, 30.99415, 16.65952], [-10.54810, 36.20891, 19.79274], [-10.36206, 30.39615, 9.30602], [-8.37069, 35.36994, 9.41830], [-13.29855, 29.73150, 9.50628], [-9.29326, 28.13343, 11.75691], [-14.22301, 28.33129, 13.11425], [-12.91860, 30.83115, 12.15655], [-8.44982, 36.63171, 11.21746], [-7.19816, 34.81868, 19.56269], [-8.26152, 33.02003, 13.51556], [-2.30942, 38.70023, 9.35334], [-5.75918, 32.82913, 13.64454], [-7.48893, 36.80860, 16.65255], [-14.05412, 29.24149, 10.99399], [-9.97921, 29.37476, 16.00211], [-13.66807, 26.18726, 12.91090], [-11.78234, 36.65590, 11.62094], [-10.69259, 34.62660, 13.57190], [-10.66905, 37.38973, 14.61131], [-9.66645, 35.63380, 17.41483], [-8.91042, 34.12246, 14.77928], [-7.05432, 36.00178, 14.48518], [-13.27376, 35.59723, 9.93351], [-12.29061, 38.61838, 15.77920], [-13.25739, 38.87401, 17.97114]],
  "atomic_forces_ev_per_a": [[-2.3, 2.1, -0.2], [-0.9, -1.1, -0.2], [0.4, 0.7, 0.4], [0.7, -0.4, 0.7], [0.0, -0.1, 0.1], [-1.7, -1.7, 0.5], [-0.7, -1.5, -1.1], [-0.6, 0.3, -1.1], [0.8, 0.3, -0.1], [-0.7, -1.9, 1.3], [-1.4, -1.1, -1.9], [-1.3, 0.9, -1.0], [0.3, -0.5, -0.4], [-0.2, 0.7, 0.8], [0.3, -3.0, -1.3], [0.3, -0.4, 2.2], [-1.8, 2.5, -0.4], [2.5, 3.5, 0.0], [1.0, -0.6, 0.0], [0.0, 0.9, -0.6], [0.0, 0.0, 0.5], [0.6, -1.3, 0.5], [2.7, -1.2, -1.0], [0.5, -0.5, 0.7], [-0.7, 0.3, 0.9], [-0.1, 2.5, -1.4], [0.2, 0.4, 1.1], [0.6, 0.0, -1.0], [0.1, 0.5, -1.7], [-0.9, -0.6, 1.1], [-0.7, 0.3, 0.2], [-0.4, -0.7, -0.7], [0.1, -0.6, -0.7], [-0.1, -1.1, -0.3], [1.0, 2.6, -1.0], [0.0, 0.6, -1.9], [-0.4, -0.9, -1.4], [0.9, -0.8, 0.7], [-1.1, -2.5, 0.1], [-0.1, 0.7, -0.8], [0.2, 1.7, 2.0], [2.8, -0.3, 0.0], [0.7, 1.5, -0.2], [-0.8, 0.0, 0.3], [0.8, -1.8, 2.2], [0.6, -0.4, 0.6], [-0.6, -0.9, -0.8], [-0.1, 0.9, -0.1], [-0.4, -0.9, -0.3], [-0.7, 0.2, -0.2], [0.5, 0.0, -0.3], [-0.2, 0.9, 0.4], [-1.2, 1.9, 2.2], [0.5, 0.1, -0.9], [-0.3, 0.6, -0.5], [1.1, 1.5, -0.8], [0.9, -1.4, -1.2], [-1.6, -0.2, 1.2], [1.6, 1.1, 1.3], [0.1, -2.4, 1.5], [-1.5, 1.2, 1.0], [1.2, -0.4, 0.4], [1.3, -0.7, 0.9], [-1.5, -0.4, -1.2], [-0.2, 1.5, 0.3], [0.0, 0.1, -0.8], [-0.5, -0.5, -0.5], [0.2, 0.0, -0.1], [0.9, 0.0, 0.4], [-0.2, 0.0, 0.0], [0.6, 0.4, -0.2], [-0.4, 0.1, 0.1], [0.1, 0.1, -0.1], [0.0, -0.2, 0.0], [-0.1, -0.3, 0.0], [0.1, 0.4, 0.2], [-0.5, 0.0, -0.1], [-0.1, -0.1, 0.1], [0.2, -0.3, 0.2], [0.3, -0.1, -0.4], [0.3, -0.4, 0.1], [-0.1, 0.0, -0.9], [0.1, 0.2, -0.2], [-0.3, -0.1, 0.2], [0.1, 0.2, 0.3], [0.3, -0.2, 0.0], [0.1, -0.1, 0.3], [-0.1, 0.6, 0.2], [0.1, 0.4, 0.1], [0.4, 0.2, 0.1], [0.0, 0.1, 0.0], [0.4, 0.2, 0.8], [-0.2, 0.3, -0.2], [0.0, 0.0, 0.3], [-0.6, 0.3, 0.1], [-0.3, 0.1, 0.0], [0.8, 0.5, 0.7], [0.2, -0.2, -0.1], [0.2, 0.0, 0.4], [0.1, 0.1, -0.2], [0.0, -0.7, 0.6], [-0.2, -0.1, 0.5], [-0.7, -0.1, -0.2], [-0.3, -0.7, 0.1], [-0.1, -0.2, -0.2], [-0.9, 0.0, -0.2], [-0.6, 0.1, -0.5], [-0.1, 0.1, 0.0], [0.1, 0.1, 0.2], [-0.1, -0.5, 0.3], [0.2, -0.2, -0.3], [-0.3, -0.8, -0.5], [0.3, 0.0, -0.2], [0.1, 0.5, 0.1]],
  "mulliken_charge": [-0.3551, -0.6085, -0.5636, -0.5867, -0.6732, -0.3327, -0.3775, -0.6584, -0.5725, -0.2438, -0.5624, 0.4263, -0.2049, -0.5345, -0.3134, -0.5420, -0.5978, -0.3027, -0.4395, -0.3264, -0.5647, 0.1162, 0.7014, -0.6227, -0.3556, -0.8123, -0.7595, 2.3053, 0.6307, -0.3768, 0.4835, -0.4210, 0.4246, 0.4153, 0.3886, 0.2778, -0.6681, -0.7672, 0.5626, -0.1439, 0.5016, 1.4335, -1.2051, -0.2671, -0.4396, -0.2180, 0.2028, -0.1229, -0.3448, 0.1172, -0.6730, -0.7757, 0.0931, -0.1110, -0.4069, 0.9625, 0.2439, -0.8494, -0.5396, 0.8478, -0.1480, -0.2472, 0.6742, 0.1122, 0.6197, -0.8115, 0.3223, 0.7450, -0.1145, 0.4223, -0.4933, 0.2353, 0.5622, 0.5479, 0.3323, 0.2721, 0.3884, 0.3903, 0.3596, 0.3772, -0.3282, 0.3169, 0.1366, 0.3825, 0.4502, 0.4525, 0.5736, -0.4124, 0.3350, 0.3845, 0.3401, 0.2375, 0.2168, 0.5045, -0.0691, -0.7075, 0.1283, 0.2898, -1.1478, 0.3137, -0.0469, 0.4844, 0.0429, -0.1570, 0.2799, 0.4389, -0.0124, 0.1589, 0.3399, -0.7601, 0.3872, 0.4165, 0.3259, 0.2638]
}

{
  "formula": "C6H7O2",
  "method": "ωB97M-V/def2-TZVPD",
  "lumo_ev": 3.983,
  "gap_ev": 6.32,
  "spin_multiplicity": 1,
  "charge": -1,
  "fmax_ev_per_a": 3.820,
  "smiles": "CC(C)=C([O-])C=C=O",
  "total_energy_ha": -383.258077,
  "e_above_lowest_kcal_mol": 35.87,
  "species": ["O", "O", "C", "C", "C", "C", "C", "C", "H", "H", "H", "H", "H", "H", "H"],
  "coordinates": [[-1.28408, 2.42571, 0.12635], [-3.61974, -0.97434, 0.84018], [1.06382, 0.90573, 0.73892], [-0.18352, 0.31301, 0.13260], [-2.47298, 0.44864, -0.76588], [-1.18628, 1.18555, -0.05426], [-0.10525, -1.00795, -0.52159], [-3.10994, -0.27413, 0.06471], [1.27828, 0.19403, 1.62592], [0.84874, 1.90834, 1.27692], [1.00165, -1.21270, -0.64748], [1.75896, 1.16405, -0.01729], [-3.08371, 0.96996, -1.52327], [-0.43019, -1.72463, 0.24229], [-0.52985, -1.19469, -1.51206]],
  "atomic_forces_ev_per_a": [[-0.3, -0.3, 0.3], [-0.6, -0.9, 0.9], [-1.9, 0.2, 3.3], [0.4, 1.7, -0.3], [0.4, 2.4, -0.9], [-1.6, 0.3, -1.6], [2.1, -1.1, 0.8], [-0.3, -0.6, 0.4], [1.1, 0.9, -1.5], [-0.1, -1.6, -1.0], [-0.8, -0.1, 0.1], [1.6, -0.4, -0.4], [0.7, -0.2, 0.3], [-0.2, -0.8, -0.6], [-0.4, 0.3, 0.4]],
  "nbo_charge": [-0.7771, -0.5555, -0.6282, -0.3188, -0.6501, 0.4601, -0.6124, 0.6794, 0.1812, 0.2251, 0.1758, 0.1874, 0.2389, 0.1857, 0.2084]
}

{
  "formula": "C8H10",
  "method": "ωB97M-V/def2-TZVPD",
  "lumo_ev": 0.571,
  "gap_ev": 9.19,
  "spin_multiplicity": 1,
  "charge": 0,
  "fmax_ev_per_a": 7.110,
  "smiles": "C#C/C(C)=C(\\C)C=C",
  "total_energy_ha": -310.692913,
  "e_above_lowest_kcal_mol": 89.58,
  "species": ["C", "C", "C", "C", "C", "C", "C", "C", "H", "H", "H", "H", "H", "H", "H", "H", "H", "H"],
  "coordinates": [[-2.12701, 0.30997, 0.20467], [0.30915, -0.18487, 0.06978], [1.73704, 0.15780, -0.30522], [-0.33681, 2.96484, -1.41937], [0.08910, -1.46159, 0.73174], [1.09895, -2.32160, 1.08137], [-0.53527, 1.86986, -0.95644], [-0.69582, 0.52408, -0.23465], [2.45690, 0.18031, 0.52764], [-2.22524, 0.18870, 1.29633], [2.18116, -2.29274, 0.97087], [-0.99404, -1.53717, 0.95166], [2.21199, -0.63229, -0.91653], [-2.71782, -0.49987, -0.31232], [-0.31886, 3.83078, -2.08492], [1.81579, 1.07593, -0.88994], [0.81255, -3.27857, 1.54493], [-2.76178, 1.10643, -0.25960]],
  "atomic_forces_ev_per_a": [[-1.8, -0.2, -1.4], [5.0, -2.7, 0.6], [0.7, -0.4, -0.5], [-0.5, 0.3, -1.1], [1.4, -0.5, 0.8], [-2.3, -0.5, 0.2], [0.3, -1.9, 1.3], [-4.0, 5.5, -2.1], [-0.6, 0.4, 0.2], [-0.2, 0.4, -0.5], [-0.4, 0.8, -0.5], [1.0, -1.2, 0.2], [-0.6, 0.1, -0.1], [1.2, -0.2, 0.7], [0.2, -0.6, 0.9], [-0.1, 0.0, 0.3], [-0.1, 0.5, -0.1], [0.7, 0.1, 1.3]],
  "nbo_charge": [-0.6695, -0.0292, -0.6434, -0.2616, -0.2032, -0.3828, -0.0217, -0.0375, 0.2229, 0.2304, 0.2083, 0.2167, 0.2199, 0.2293, 0.2451, 0.2366, 0.1964, 0.2434]
}

{
  "formula": "C16H18N3O8P2Ru",
  "method": "ωB97M-V/def2-TZVPD",
  "lumo_ev": [0.131, -0.218],
  "gap_ev": [7.65, 7.61],
  "spin_multiplicity": 2,
  "charge": 0,
  "fmax_ev_per_a": 0.441,
  "total_energy_ha": -2164.546790,
  "e_above_lowest_kcal_mol": 0.97,
  "species": ["Ru", "P", "P", "O", "O", "O", "O", "O", "O", "O", "O", "N", "N", "N", "C", "C", "C", "C", "C", "C", "C", "C", "C", "C", "C", "C", "C", "C", "C", "C", "H", "H", "H", "H", "H", "H", "H", "H", "H", "H", "H", "H", "H", "H", "H", "H", "H", "H"],
  "coordinates": [[-0.06510, -0.16682, 0.46181], [2.39690, -1.04024, 0.00171], [0.43609, -3.11272, -1.00200], [1.69971, -0.04220, -0.88473], [0.44513, 1.64987, 1.02268], [0.36169, -3.28701, -2.58892], [-0.41451, -1.91940, -0.65780], [0.28027, -4.43112, -0.32630], [3.98226, -0.85064, 0.05009], [1.77344, -1.15020, 1.37547], [-1.42085, -0.82495, 1.66718], [-1.11810, 2.27578, -0.54847], [2.55580, -3.65420, 0.50890], [-1.48084, 0.94369, -0.35271], [-2.72063, 0.64483, -0.45773], [-3.23636, -2.28721, 1.80492], [-0.05232, 4.89685, -0.58188], [3.16981, -3.05713, -1.83428], [0.42685, 3.91445, 0.28115], [2.26158, -2.73090, -0.65960], [-4.46350, -2.73189, 1.36893], [1.46545, 6.48962, 0.38760], [-3.25772, -0.57168, 0.10356], [-2.59732, -1.20418, 1.18134], [-5.11907, -2.10524, 0.30507], [-4.52016, -1.02598, -0.30106], [0.46813, 6.17864, -0.52844], [-0.11865, 2.53734, 0.23581], [1.42646, 4.22656, 1.19609], [1.94213, 5.51302, 1.24951], [1.80277, -4.40142, 0.40970], [2.34963, -3.14633, 1.37951], [-6.08622, -2.45621, -0.02734], [-2.72208, -2.76485, 2.62795], [2.71644, 5.75344, 1.96663], [0.09501, 6.93936, -1.20188], [-0.08426, -2.53035, -2.99030], [1.86903, 7.49328, 0.42884], [2.96041, -2.37014, -2.65179], [1.78580, 3.45486, 1.86247], [4.24899, 0.01655, 0.38306], [-3.38287, 1.39847, -0.87567], [-4.92582, -3.57912, 1.85991], [4.21840, -2.93915, -1.55443], [-0.83068, 4.64121, -1.28727], [2.99454, -4.06845, -2.20310], [-5.02169, -0.50518, -1.10890], [3.50605, -4.01296, 0.50467]],
  "atomic_forces_ev_per_a": [[0.0, -0.1, -0.1], [0.0, 0.0, 0.0], [0.0, -0.1, 0.0], [0.0, 0.0, 0.1], [0.0, 0.1, 0.0], [0.0, 0.0, 0.0], [0.0, 0.0, 0.1], [0.1, 0.1, 0.0], [0.0, 0.0, 0.0], [-0.1, 0.1, 0.1], [0.0, 0.0, 0.0], [0.0, 0.0, 0.0], [-0.4, -0.2, -0.1], [0.0, 0.0, 0.0], [0.0, 0.0, 0.0], [0.0, 0.0, 0.0], [0.0, 0.0, 0.0], [0.0, 0.0, 0.0], [0.0, 0.0, 0.0], [0.0, 0.0, 0.0], [0.0, 0.0, 0.0], [0.0, 0.0, 0.0], [0.0, 0.0, 0.0], [0.0, 0.0, 0.0], [0.0, 0.0, 0.0], [0.0, 0.0, 0.0], [0.0, 0.0, 0.0], [0.0, 0.0, 0.0], [0.0, 0.0, 0.0], [0.0, 0.0, 0.0], [0.2, 0.1, 0.0], [0.1, 0.1, 0.0], [0.0, 0.0, 0.0], [0.0, 0.0, 0.0], [0.0, 0.0, 0.0], [0.0, 0.0, 0.0], [0.0, 0.0, 0.0], [0.0, 0.0, 0.0], [0.0, 0.0, 0.0], [0.0, 0.0, 0.0], [0.0, 0.0, 0.0], [0.0, 0.0, 0.0], [0.0, 0.0, 0.0], [0.0, 0.0, 0.0], [0.0, 0.0, 0.0], [0.0, 0.0, 0.0], [0.0, 0.0, 0.0], [0.0, 0.0, 0.0]],
  "lowdin_spin": [0.7910, 0.0001, 0.0033, 0.0149, 0.0502, 0.0002, 0.0150, 0.0013, 0.0001, -0.0033, 0.0799, 0.0142, 0.0001, 0.0008, -0.0002, 0.0121, -0.0009, 0.0000, -0.0006, 0.0000, -0.0021, -0.0008, 0.0138, -0.0001, 0.0154, -0.0035, 0.0003, -0.0004, -0.0006, 0.0002, 0.0000, 0.0000, 0.0010, 0.0004, 0.0000, 0.0000, 0.0000, -0.0001, 0.0000, -0.0001, 0.0001, -0.0008, -0.0005, 0.0000, 0.0000, 0.0000, -0.0006, 0.0000]
}

{
  "formula": "C4H8Cl4",
  "method": "ωB97M-V/def2-TZVPD",
  "lumo_ev": 0.763,
  "gap_ev": 11.68,
  "spin_multiplicity": 1,
  "charge": 0,
  "fmax_ev_per_a": 0.683,
  "smiles": "ClCCCl.ClCCCl",
  "total_energy_ha": -1997.984807,
  "e_above_lowest_kcal_mol": 0.97,
  "species": ["Cl", "Cl", "Cl", "Cl", "C", "C", "C", "C", "H", "H", "H", "H", "H", "H", "H", "H"],
  "coordinates": [[-2.31905, -3.06374, -0.33082], [1.62065, 4.09316, 0.06771], [-1.36262, 1.10456, -0.36030], [1.58555, -1.44484, 0.45510], [0.45373, 2.85171, 0.55743], [0.21490, 1.89159, -0.57719], [-0.66648, -2.49001, -0.64498], [0.02338, -2.27503, 0.67495], [-0.15808, -3.25702, -1.22946], [-0.69250, -1.60078, -1.26950], [0.94886, 1.08961, -0.55317], [-0.46397, 3.34203, 0.86280], [0.24793, -3.22349, 1.15666], [-0.59453, -1.69296, 1.35379], [0.89494, 2.31172, 1.39077], [0.26730, 2.36347, -1.55380]],
  "atomic_forces_ev_per_a": [[-0.1, 0.0, -0.1], [0.2, 0.2, 0.0], [-0.3, -0.1, -0.1], [0.1, 0.1, -0.1], [0.0, -0.1, 0.2], [0.4, -0.4, -0.2], [0.4, -0.3, -0.5], [-0.1, -0.1, 0.4], [0.0, 0.0, 0.1], [-0.2, 0.2, 0.3], [0.0, 0.1, -0.1], [0.0, 0.1, 0.0], [-0.1, 0.0, 0.0], [0.1, 0.2, -0.1], [-0.1, 0.1, 0.2], [-0.3, 0.1, 0.0]],
  "nbo_charge": [-0.0534, -0.0558, -0.0673, -0.0703, -0.3896, -0.3914, -0.3898, -0.3821, 0.2180, 0.2305, 0.2291, 0.2255, 0.2215, 0.2276, 0.2219, 0.2258]
}